[1]
ORCA calculation (ωB97M-V with the def2-TZVPD basis set) on an isolated molecule of C8H9NO4.

Atoms and positions in Å:
C  -1.74  1.69  -1.11
H  -1.07  2.35  -1.67
C  1.32  -1.24  -0.03
O  3.73  -1.04  0.17
H  3.30  1.48  0.52
H  -2.71  2.16  -0.93
C  2.48  -0.49  0.18
C  1.14  1.49  0.38
H  1.40  -2.32  -0.17
H  -1.90  0.79  -1.71
C  -0.01  0.72  0.19
H  3.66  -1.98  0.00
O  -1.05  -2.56  -0.91
C  -1.09  -1.59  -0.17
H  -2.27  0.33  1.41
C  0.06  -0.65  0.01
H  1.04  2.57  0.54
C  2.39  0.89  0.38
O  -1.23  1.38  0.19
N  -2.26  -1.30  0.49
H  -2.94  -2.07  0.52
O  -2.25  -0.60  1.70

## Properties
E: -665.91010 hartree
frontier orbital gap: 9.395 eV
E_HOMO: -8.851 eV
SMILES: COc1ccc(O)cc1C(=O)NO
E_LUMO: 0.54 eV
energy above the lowest of the compared OMol25 structures with the same formula, charge and spin: 0.000 eV

---

[2]
ORCA calculation (ωB97M-V with the def2-TZVPD basis set) on a structure of composition C33H52CuN3O2P2.

Atoms and positions in Å:
C  3.46  -2.26  1.84
H  2.06  -0.99  -2.44
O  0.05  -1.36  2.35
C  -2.83  -0.36  3.60
H  -2.16  2.43  2.84
H  -3.92  2.76  2.71
C  0.11  -1.52  -1.67
H  1.98  -4.26  0.92
H  0.73  3.38  -2.40
C  1.35  -0.66  -1.67
H  1.27  3.22  -6.68
C  -2.60  1.24  -1.84
N  0.15  -2.72  4.13
C  2.85  -2.33  0.42
N  -0.75  -1.26  -0.67
C  -3.23  1.52  -0.45
C  3.19  2.02  0.36
C  -2.97  2.98  -0.05
C  -3.16  2.06  3.08
H  -2.89  -1.95  1.31
C  3.63  0.66  -0.22
C  0.93  1.42  -3.28
C  3.87  -2.72  -0.66
H  2.23  2.36  -0.06
H  3.26  1.56  -2.18
H  0.36  -2.87  5.10
H  -3.61  3.29  0.78
H  -1.80  -0.11  3.89
C  -3.40  0.63  2.56
H  0.50  -2.62  -3.48
C  3.97  0.88  -1.70
C  4.90  0.21  0.53
H  -2.87  -1.40  3.27
H  1.05  4.57  -4.57
H  3.11  2.00  1.45
C  -2.34  -2.77  -1.60
H  1.46  -0.94  5.31
C  0.41  -1.53  3.53
H  -3.45  -0.27  4.50
H  -3.39  1.16  -2.60
C  0.85  0.81  -1.91
P  -2.50  0.42  0.92
O  0.44  2.63  2.55
H  5.29  -0.75  0.16
H  1.02  -0.44  -4.39
H  3.97  -1.97  -1.45
C  0.87  2.82  -3.33
H  -3.95  -1.36  0.03
H  -3.21  3.61  -0.91
H  1.24  0.71  -6.59
H  1.31  -3.56  -0.58
N  0.35  1.54  -1.00
Cu  -0.29  0.62  0.58
H  4.96  1.36  -1.74
H  -4.97  0.23  -0.81
H  1.96  -0.09  3.83
H  -5.49  1.27  2.31
H  3.06  -1.41  2.41
H  -5.26  -0.14  3.33
H  0.43  0.32  4.59
C  -1.47  -3.05  -2.65
H  4.86  -2.91  -0.22
C  1.03  3.48  -4.56
H  0.82  -2.92  1.02
H  -1.89  2.02  -2.11
C  -2.92  -1.31  0.41
H  -5.14  -0.33  1.58
C  1.16  2.72  -5.73
H  5.67  0.97  0.35
H  -3.25  2.04  4.18
H  -5.09  1.89  -1.40
H  -5.28  1.59  0.33
H  4.74  0.15  1.62
C  -0.22  -2.42  -2.68
H  4.03  -0.05  -2.28
C  1.66  -3.32  0.44
H  -1.92  3.18  0.21
C  1.11  -0.51  4.37
P  2.19  -0.58  0.04
C  1.15  1.31  -5.68
C  -4.91  0.35  2.41
H  -0.40  -3.40  3.63
H  3.94  2.77  0.08
H  4.56  -2.18  1.82
H  -1.77  -3.72  -3.46
C  0.02  1.80  1.86
C  -4.74  1.27  -0.57
H  3.22  -3.18  2.40
C  1.03  0.66  -4.45
H  3.56  -3.67  -1.13
C  -1.96  -1.82  -0.64
H  -2.06  0.29  -1.88
H  -3.35  -3.21  -1.55

## Properties
E: -3926.36987 hartree
frontier orbital gap (spin up / spin down): 7.825 / 5.655 eV
multiplicity: 2
E_HOMO (spin up / spin down): -10.041 / -9.638 eV
E_LUMO (spin up / spin down): -2.22 / -3.98 eV
net charge: +1
energy above the lowest of the compared OMol25 structures with the same formula, charge and spin: 0.000 eV

---

[3]
ORCA calculation (ωB97M-V with the def2-TZVPD basis set) on a cluster of 2 separate species, C7H17NO in total.

Atoms and positions in Å:
H  -4.30  0.03  1.54
H  -2.92  2.44  -0.02
C  0.97  0.75  0.65
H  3.28  -0.83  -0.89
C  1.13  2.06  -0.12
H  -2.82  0.90  2.42
C  -3.16  1.39  0.19
C  -3.64  0.91  1.61
H  2.22  2.45  -0.29
H  -2.18  0.84  -0.07
H  3.39  0.01  0.40
C  3.04  -0.80  0.11
H  -1.53  -1.27  -0.19
O  1.00  -2.36  -1.16
H  -4.45  1.68  1.94
H  0.88  2.92  0.40
H  -3.73  0.96  -0.59
H  3.26  -1.83  0.63
C  -0.69  -1.11  -0.94
H  -0.19  0.60  0.68
H  -1.02  -1.72  -1.82
N  1.52  -0.48  0.11
H  0.72  2.28  -0.96
C  0.73  -1.24  -0.67
H  1.39  1.08  1.67
H  -0.84  -0.11  -1.36

## Properties
E: -406.77054 hartree
frontier orbital gap: 9.649 eV
E_HOMO: -8.837 eV
SMILES: CCN(C)C(C)=O.CC
E_LUMO: 0.81 eV
energy above the lowest of the compared OMol25 structures with the same formula, charge and spin: 4.348 eV

---

[4]
ORCA calculation (ωB97M-V with the def2-TZVPD basis set) on an isolated molecule of C5H7N.

Atoms and positions in Å:
C  0.50  0.27  -0.46
H  0.16  0.66  -1.42
H  0.50  1.03  1.65
H  -1.87  -1.36  -0.87
H  3.88  -1.24  -0.81
C  -0.07  0.96  0.73
C  2.91  -0.81  -0.67
C  1.81  -0.33  -0.53
C  -1.84  -0.46  -0.25
H  -0.72  1.81  0.51
H  -2.09  0.41  -0.88
N  -0.53  -0.36  0.36
H  -2.60  -0.55  0.53

## Properties
E: -249.35566 hartree
frontier orbital gap: 10.495 eV
E_HOMO: -9.374 eV
SMILES: C#C[C@@H]1CN1C
E_LUMO: 1.12 eV
energy above the lowest of the compared OMol25 structures with the same formula, charge and spin: 3.199 eV

---

[5]
ORCA calculation (ωB97M-V with the def2-TZVPD basis set) on a cluster of 3 separate species, C4H15N2O2 in total.

Atoms and positions in Å:
H  2.90  1.69  0.09
H  -2.51  -1.61  2.11
N  1.11  -1.17  0.68
H  1.16  0.97  -1.84
H  -1.78  -0.88  -0.17
C  2.42  0.82  0.54
H  -1.15  0.48  -0.06
H  1.58  -1.33  1.57
C  1.10  -0.03  -1.43
C  1.61  -0.14  0.00
H  -3.33  -0.32  1.87
H  0.59  2.07  1.27
H  2.64  1.02  1.59
N  -1.44  -0.15  -0.82
O  -0.34  1.91  1.16
H  0.92  -2.02  0.17
H  -0.52  -0.24  -2.72
H  1.74  -0.72  -2.01
H  -2.19  0.31  -1.32
O  -2.81  -1.00  1.43
H  -0.58  -1.65  -1.87
C  -0.25  -0.62  -1.73
H  -0.86  2.65  1.49

## Properties
E: -420.70980 hartree
frontier orbital gap (spin up / spin down): 11.316 / 7.731 eV
multiplicity: 2
E_HOMO (spin up / spin down): -19.008 / -19.012 eV
E_LUMO (spin up / spin down): -7.69 / -11.28 eV
net charge: +2
energy above the lowest of the compared OMol25 structures with the same formula, charge and spin: 0.719 eV

---

[6]
ORCA calculation (ωB97M-V with the def2-TZVPD basis set) on a structure of composition C8H11CaNO2.

Atoms and positions in Å:
C  -0.05  -0.65  3.55
H  -0.01  -3.24  -0.58
N  -3.56  -0.15  -1.00
C  1.11  2.18  -0.56
H  0.31  -1.49  4.17
H  2.65  -1.89  -0.07
H  1.69  -1.57  -1.63
H  -3.62  -1.20  -0.94
H  -0.30  3.57  0.48
H  -1.01  0.57  -2.60
C  -1.15  2.09  -0.96
C  -0.52  1.17  -1.84
H  1.65  0.65  -2.10
C  0.68  -2.60  0.00
C  0.88  1.20  -1.56
C  1.71  -1.98  -0.63
H  -2.21  2.32  -0.97
C  -0.15  2.73  -0.20
H  2.08  2.51  -0.21
Ca  -0.40  -0.78  0.17
O  -0.33  0.44  4.04
H  0.72  -2.85  1.10
O  -0.19  -1.03  2.30

## Properties
E: -1194.10000 hartree
frontier orbital gap (spin up / spin down): 4.591 / 5.691 eV
E_HOMO (spin up / spin down): 1.224 / -0.005 eV
E_LUMO (spin up / spin down): 5.82 / 5.69 eV
net charge: -2
energy above the lowest of the compared OMol25 structures with the same formula, charge and spin: 1.680 eV

---

[7]
ORCA calculation (ωB97M-V with the def2-TZVPD basis set) on a structure of composition C31H36AuGeIN2O4S.

Atoms and positions in Å:
H  2.88  -1.77  -1.05
C  -4.41  -1.61  1.91
H  -0.84  -4.05  -2.30
C  -2.25  -6.22  -1.23
H  -4.41  1.46  4.25
H  -3.02  1.26  2.21
H  0.48  0.83  4.61
H  -2.84  -4.18  -0.89
H  1.09  4.22  -5.77
C  -0.71  -4.21  -1.23
C  -2.74  1.22  5.58
I  -3.91  1.35  7.30
H  -3.41  -0.21  -0.27
C  -1.19  1.03  3.29
C  -0.28  -2.91  -0.56
C  0.84  2.19  -3.08
H  -3.75  -1.82  -0.85
C  1.39  5.00  -0.05
C  1.45  5.44  -1.35
H  0.70  1.87  -5.17
H  -3.18  -6.63  -0.86
H  -1.57  -1.33  -2.68
H  -5.18  -2.21  1.39
H  3.71  1.79  -3.27
C  -3.34  1.32  4.33
H  0.10  -4.94  -1.14
Au  -0.06  0.70  -0.77
H  6.86  1.82  0.23
C  1.25  4.53  -2.41
C  -3.06  -1.24  -0.23
C  1.11  3.65  0.20
H  -1.44  -6.91  -0.95
C  5.04  1.37  -1.64
Ge  -1.33  -1.38  -1.16
C  3.18  -0.01  -2.23
H  1.05  3.26  1.21
C  4.59  -0.63  -0.40
C  -0.60  0.96  4.55
H  4.83  -1.31  0.41
C  -0.33  0.93  2.07
C  3.95  1.12  -2.46
H  -2.29  -1.32  1.80
C  0.85  2.60  -4.39
H  1.55  5.67  0.78
H  7.41  0.16  -0.03
H  -1.91  -4.88  0.42
C  1.08  3.95  -4.73
N  0.69  0.86  -2.66
C  1.00  3.18  -2.06
H  6.35  0.53  1.32
C  -2.56  1.21  3.19
H  0.76  -2.69  -0.80
O  -1.00  0.61  1.00
H  -0.36  -2.97  0.53
C  5.37  0.50  -0.60
C  -3.07  -1.79  1.20
C  3.49  -0.89  -1.21
H  -4.02  -3.08  3.45
H  1.47  5.93  -4.03
H  -0.91  0.97  6.67
H  -4.74  -0.57  1.83
O  1.20  -1.55  -2.90
H  -5.30  -1.95  3.86
C  6.56  0.77  0.28
H  1.64  6.48  -1.58
O  0.87  1.13  2.11
H  -2.30  -6.20  -2.32
N  0.91  2.78  -0.77
C  1.29  4.90  -3.77
S  1.73  -0.26  -3.22
C  -1.98  -4.83  -0.67
O  2.08  0.05  -4.58
H  -2.84  -2.85  1.16
H  5.64  2.25  -1.81
H  -3.62  -1.43  3.92
C  -1.37  1.04  5.69
C  -4.34  -2.04  3.37

## Properties
E: -4521.88092 hartree
frontier orbital gap: 8.089 eV
E_HOMO: -8.415 eV
E_LUMO: -0.33 eV
energy above the lowest of the compared OMol25 structures with the same formula, charge and spin: 0.000 eV

---

[8]
ORCA calculation (ωB97M-V with the def2-TZVPD basis set) on a cluster of 2 separate species, C5H7N3 in total.

Atoms and positions in Å:
C  3.12  2.11  -0.24
H  -2.73  -1.36  -0.78
H  -0.59  -2.10  1.53
H  3.46  3.07  -0.51
C  -0.79  -0.22  -0.45
N  2.76  1.06  0.04
H  1.28  -0.29  0.18
N  0.30  -0.67  0.26
H  -3.01  0.36  -0.38
C  -0.44  0.78  -1.29
H  1.21  -1.65  1.74
C  -2.35  -0.44  -0.20
H  -2.36  -0.73  0.84
C  0.25  -1.60  1.23
N  -0.11  1.68  -1.96

## Properties
E: -358.86511 hartree
frontier orbital gap (spin up / spin down): 7.732 / 7.734 eV
E_HOMO (spin up / spin down): -7.030 / -7.030 eV
E_LUMO (spin up / spin down): 0.70 / 0.70 eV
energy above the lowest of the compared OMol25 structures with the same formula, charge and spin: 4.171 eV

---

[9]
ORCA calculation (ωB97M-V with the def2-TZVPD basis set) on an isolated molecule of C4H5NO.

Atoms and positions in Å:
C  -1.54  -0.15  -0.40
H  0.49  -0.92  -0.51
H  -1.45  0.09  -1.47
C  2.08  0.37  0.55
O  -0.85  -1.30  0.06
N  3.03  0.43  1.20
H  -0.53  0.30  1.53
H  0.89  0.88  -1.14
C  0.88  0.23  -0.26
H  -2.54  -0.12  0.00
C  -0.42  0.15  0.47

## Properties
E: -285.29353 hartree
frontier orbital gap: 10.941 eV
E_HOMO: -10.140 eV
SMILES: N#CC[C@H]1CO1
E_LUMO: 0.80 eV
energy above the lowest of the compared OMol25 structures with the same formula, charge and spin: 3.294 eV

---

[10]
ORCA calculation (ωB97M-V with the def2-TZVPD basis set) on a structure of composition C2H4N2O.

Atoms and positions in Å:
N  -1.81  0.45  -1.96
C  2.23  -0.25  -0.27
H  -2.00  -0.11  -2.75
H  -0.30  -0.91  1.77
N  2.59  -1.28  0.07
O  -0.10  1.48  -0.76
H  -0.06  -0.18  1.84
C  -0.88  0.94  -1.41
H  1.91  0.70  -0.60

## Properties
E: -263.30208 hartree
frontier orbital gap: 12.240 eV
E_HOMO: -11.657 eV
E_LUMO: 0.58 eV
energy above the lowest of the compared OMol25 structures with the same formula, charge and spin: 1.665 eV

---

[11]
ORCA calculation (ωB97M-V with the def2-TZVPD basis set) on a structure of composition C47H46N8PTc.

Atoms and positions in Å:
H  3.32  -0.55  6.26
H  5.74  -0.04  6.60
C  -0.54  -0.44  -3.30
C  -0.37  -2.20  -1.56
C  -3.32  1.00  -4.06
C  -0.61  2.50  -2.84
H  -1.38  -1.12  -3.48
H  -3.03  0.11  -4.63
C  -0.03  -1.25  3.90
C  5.64  0.34  3.23
P  -1.18  0.88  -2.13
C  4.80  1.03  -2.11
C  -1.26  -3.22  -1.94
H  -1.10  4.58  -2.54
N  3.84  0.22  0.66
C  1.61  -0.64  -1.96
C  0.00  0.03  -4.63
H  1.92  -1.97  -3.96
C  -1.60  -2.12  2.53
C  -3.59  -2.39  5.75
H  4.35  0.92  -5.46
H  -3.03  4.24  2.33
H  -4.12  -2.96  3.73
C  -1.55  3.61  -2.34
H  5.48  1.36  -1.34
H  -3.43  -0.48  -0.91
H  0.87  2.75  -1.27
C  -3.66  -0.38  -1.98
H  0.73  0.83  -4.54
C  3.48  -0.25  4.14
H  -3.34  -1.30  -2.48
H  -1.49  2.47  4.15
H  -4.74  -0.31  -2.10
C  5.05  1.23  -3.43
C  3.60  0.38  -1.75
N  -0.31  -1.53  2.60
C  6.13  0.30  4.52
C  -3.02  -4.50  -0.72
H  5.95  1.73  -3.75
C  -2.61  3.36  1.84
H  -2.83  -1.75  7.65
C  -0.91  3.26  3.68
H  1.13  3.78  -2.69
C  4.12  0.77  -4.41
N  -0.58  -1.84  -0.26
C  0.82  2.78  -2.36
H  -2.52  3.59  -2.84
H  -1.23  4.22  4.09
H  -1.71  3.53  -1.27
C  -1.19  -1.58  4.73
H  -3.15  2.48  2.20
H  -4.05  -5.97  -1.86
N  1.88  -0.57  -0.63
H  1.35  -3.27  -2.90
C  2.96  0.14  -4.09
H  -2.81  -5.47  -3.95
N  -2.13  -2.63  1.50
C  -1.11  3.26  2.16
N  2.16  -0.39  2.27
C  -1.57  -2.65  0.25
H  -0.85  0.42  -5.19
H  -3.56  -4.67  0.20
C  -2.62  -1.85  6.59
C  2.14  -0.52  3.61
H  -0.64  2.49  -3.93
H  -2.79  3.46  0.77
C  -3.29  -5.20  -1.85
H  0.72  4.34  1.73
H  6.27  0.58  2.38
H  -1.12  -3.81  -4.07
H  -0.48  4.44  0.44
H  2.31  -0.17  -4.89
C  -0.59  1.99  1.63
C  -2.57  -4.92  -3.05
C  -2.16  -2.11  3.89
H  -4.54  -2.70  6.17
C  3.11  0.05  -0.48
C  3.46  -0.02  1.85
H  -3.37  1.73  -2.05
H  -0.63  -1.03  6.73
C  -0.34  4.42  1.52
H  1.54  2.06  -2.74
C  -0.14  0.93  1.22
H  0.43  -0.77  -5.23
C  4.29  0.06  3.05
H  0.14  3.11  3.93
H  -2.84  1.86  -4.52
C  -2.01  -3.50  -0.76
N  1.11  -0.81  4.39
C  -1.59  -3.97  -3.12
H  -4.40  1.11  -4.19
H  -0.71  5.36  1.94
C  -1.39  -1.44  6.09
Tc  0.66  -0.82  0.99
H  7.18  0.51  4.70
H  0.32  -2.67  -4.22
C  3.97  -0.30  5.43
C  5.31  -0.02  5.61
N  0.46  -1.40  -2.52
C  -2.98  0.85  -2.58
C  -3.38  -2.53  4.38
C  1.06  -2.40  -3.47
C  2.65  -0.07  -2.71

## Properties
E: -2678.58244 hartree
frontier orbital gap (spin up / spin down): 5.654 / 4.857 eV
multiplicity: 4
E_HOMO (spin up / spin down): -9.518 / -9.492 eV
E_LUMO (spin up / spin down): -3.86 / -4.63 eV
net charge: +1
energy above the lowest of the compared OMol25 structures with the same formula, charge and spin: 0.085 eV

---

[12]
ORCA calculation (ωB97M-V with the def2-TZVPD basis set) on an isolated molecule of C5H11N.

Atoms and positions in Å:
C  0.44  -2.03  0.60
H  -1.71  1.50  0.79
H  -2.17  1.45  -0.93
H  -0.53  1.80  -0.43
C  0.84  0.24  0.65
H  1.36  0.16  1.59
H  1.52  -2.16  0.62
H  0.96  0.71  -1.46
C  -1.30  -0.40  -0.18
H  -1.56  -1.01  -1.06
C  -1.41  1.17  -0.21
C  1.54  0.82  -0.54
H  -2.06  -0.68  0.57
H  -0.21  -2.88  0.78
H  2.46  0.24  -0.70
N  0.01  -0.80  0.35
H  1.82  1.87  -0.43

## Properties
E: -251.72598 hartree
frontier orbital gap (spin up / spin down): 7.334 / 7.927 eV
E_HOMO (spin up / spin down): -6.446 / -6.935 eV
E_LUMO (spin up / spin down): 0.89 / 0.99 eV
energy above the lowest of the compared OMol25 structures with the same formula, charge and spin: 3.716 eV

---

[13]
ORCA calculation (ωB97M-V with the def2-TZVPD basis set) on an isolated molecule of C3H5NO.

Atoms and positions in Å:
C  0.18  -0.24  1.36
H  -0.32  -0.03  2.31
H  -0.46  -0.90  0.76
H  1.14  -0.74  1.55
H  0.10  2.15  -0.94
O  0.41  1.01  0.72
C  0.04  1.13  -0.58
N  -0.30  0.16  -1.30
H  0.01  -1.55  -2.15
C  -0.78  -0.96  -1.66

## Properties
E: -247.18559 hartree
frontier orbital gap: 8.843 eV
E_HOMO: -7.911 eV
E_LUMO: 0.93 eV
energy above the lowest of the compared OMol25 structures with the same formula, charge and spin: 3.310 eV